{"formula": "C5H13NiO3", "method": "ωB97M-V with the def2-TZVPD basis set", "spin_multiplicity": 3, "total_charge": 1, "s_squared": 2.008, "total_energy_ha": -1931.93094, "largest_force_ev_per_a": 2.47, "lumo_energy_ha": [-0.1693, -0.2220], "species": ["C", "H", "C", "C", "C", "H", "O", "H", "H", "H", "C", "Ni", "O", "H", "H", "H", "H", "H", "H", "H", "O", "H"], "coordinates": [[-0.41335, 1.30353, 0.23445], [-2.27727, 2.30709, 2.94316], [1.66216, 0.37459, -0.41121], [1.90706, -1.07397, -0.75660], [-3.05568, 1.89822, 2.29115], [-1.32098, 1.68623, -0.26462], [0.37861, 0.75226, -0.80803], [-3.51596, -0.00292, 1.77294], [1.49702, -3.43716, -1.82901], [0.09190, 2.18713, 0.67541], [1.75753, -2.61619, -2.51990], [-0.99204, -0.06324, 1.64976], [1.34682, -1.37368, -2.01103], [-4.02928, 1.97417, 2.78391], [-3.04626, 2.44839, 1.34260], [2.84761, -2.63655, -2.69413], [1.78564, 0.50282, 0.68401], [2.42623, 1.00618, -0.90458], [1.46432, -1.72067, 0.02392], [2.99732, -1.25893, -0.76970], [-2.75089, 0.51907, 2.04072], [1.23945, -2.77638, -3.47319]], "forces_ev_per_angstrom": [[0.8, 0.3, -1.7], [-0.2, -0.2, -0.1], [1.4, 0.2, 0.3], [0.2, -0.7, -0.2], [-0.2, 0.8, -0.1], [0.1, -0.5, 0.4], [-1.8, 0.6, 1.6], [-0.2, 0.2, 0.1], [0.1, 0.2, -0.2], [0.0, -0.6, 0.4], [0.2, -0.6, -0.2], [1.1, 0.6, -1.1], [0.0, 0.6, 0.3], [0.3, 0.0, -0.1], [-0.1, -0.1, 0.3], [-0.3, 0.0, 0.0], [0.1, 0.0, -0.4], [-0.6, -0.1, 0.0], [0.0, -0.1, -0.1], [-0.3, 0.0, 0.2], [-0.7, -0.6, 0.4], [0.2, 0.1, 0.3]]}